Record 1
{
  "formula": "C2H5N5",
  "method": "ωB97M-V with the def2-TZVPD basis set",
  "e_above_lowest_kcal_mol": 125.09,
  "homo_lumo_gap_ev": 10.13,
  "e_tot_ha": -352.81543,
  "elements": ["C", "C", "H", "H", "H", "H", "H", "N", "N", "N", "N", "N"],
  "positions_angstrom": [[-0.103, 1.261, -0.049], [0.523, -0.057, -0.179], [-1.862, 0.583, -0.686], [-1.449, 0.367, 1.167], [0.078, 1.738, -0.850], [0.254, 1.856, 0.844], [-0.781, -1.492, 0.900], [-1.522, 1.173, -0.022], [1.729, -0.374, -0.826], [1.991, -1.663, -0.598], [1.017, -2.245, 0.013], [0.123, -1.148, 0.284]],
  "forces_ev_per_a": [[-0.559, -1.781, 4.621], [4.808, 0.679, -2.380], [-1.112, -2.381, -2.346], [-1.679, 2.845, -4.191], [2.184, 3.875, -5.800], [-0.185, -0.809, -1.004], [3.123, 1.575, -2.308], [0.254, -0.764, 8.349], [-0.761, 1.282, 1.076], [-1.713, 0.371, -0.302], [-0.302, 2.332, 0.410], [-4.058, -7.225, 3.877]]
}

---

Record 2
{
  "formula": "C2H5N5O",
  "method": "ωB97M-V with the def2-TZVPD basis set",
  "e_above_lowest_kcal_mol": 71.65,
  "homo_lumo_gap_ev": 9.83,
  "e_tot_ha": -428.10894,
  "elements": ["C", "C", "H", "H", "H", "H", "H", "N", "N", "N", "N", "N", "O"],
  "positions_angstrom": [[-1.523, -0.099, 0.553], [1.271, 1.004, -0.137], [-0.885, 0.291, 1.370], [-1.522, -1.227, 0.660], [-2.528, 0.276, 0.734], [-1.146, 1.182, -1.095], [0.312, -1.922, -0.464], [-0.976, 0.220, -0.783], [0.449, 0.081, -0.641], [0.911, -1.134, -0.369], [2.154, -1.066, -0.012], [2.368, 0.194, 0.257], [1.116, 2.200, -0.073]],
  "forces_ev_per_a": [[0.248, -0.914, 0.663], [1.936, -0.382, 0.852], [-0.217, 0.014, -0.380], [-0.276, 1.271, -0.069], [-0.030, -0.045, -0.459], [0.318, -0.398, 0.380], [0.139, -0.779, -0.410], [0.800, -0.327, 0.519], [-3.956, 0.509, -0.993], [-0.084, -0.735, -1.343], [-0.593, 1.720, 1.933], [1.924, -0.120, -0.728], [-0.209, 0.186, 0.035]]
}

---

Record 3
{
  "formula": "C2H5N5O",
  "method": "ωB97M-V with the def2-TZVPD basis set",
  "e_above_lowest_kcal_mol": 131.53,
  "homo_lumo_gap_ev": 9.44,
  "e_tot_ha": -428.01352,
  "elements": ["C", "C", "H", "H", "H", "H", "H", "N", "N", "N", "N", "N", "O"],
  "positions_angstrom": [[1.442, -0.393, 0.619], [-1.130, 0.823, -0.293], [1.739, 0.633, 0.799], [0.774, -0.799, 1.448], [2.257, -1.120, 0.598], [1.356, -0.223, -1.378], [0.482, 2.000, -0.442], [0.663, -0.781, -0.666], [-0.526, -0.321, -0.714], [-2.586, -0.825, 0.176], [-2.381, 0.443, 0.265], [-0.597, 1.968, -0.173], [-1.493, -1.406, -0.238]],
  "forces_ev_per_a": [[-1.851, -3.103, 0.891], [1.108, -0.267, 1.884], [-0.108, 0.082, -0.310], [0.848, 0.939, -0.703], [0.311, 0.598, 0.067], [-2.772, -2.215, 1.036], [-3.144, -0.349, 0.374], [7.522, 2.763, -0.345], [-5.126, -1.117, -0.526], [1.861, 3.738, 0.647], [-2.064, -0.991, -0.794], [2.158, 0.631, -0.629], [1.257, -0.711, -1.592]]
}